# 1
The following is a DFT calculation (wB97M-V/def2-TZVPD) of a cluster of 2 separate species, C7H9N6O in total in a non-equilibrium geometry.

Results
Multiplicity: 1
M in g mol⁻¹: 193.19
Gap between HOMO and LUMO in eV: 7.95
Net charge: +1

Bonds (Å) are listed after each position.
Element x y z (Å)
1 O 1.817 -1.699 -0.202  C13 1.322, H21 1.009
2 N -1.602 1.688 0.369  N7 1.345, C10 1.346, H22 0.973
3 N -2.796 0.343 1.491  N5 1.342, N7 1.249
4 N 2.238 2.675 -1.184  C14 1.318, H18 1.072, H19 1.026
5 N -1.713 -0.359 1.127  N3 1.342, C10 1.445, C12 1.322
6 N -2.264 -2.370 2.049  C12 1.335, H20 1.006, H23 1.042
7 N -2.748 1.512 1.052  N2 1.345, N3 1.249
8 C 2.215 0.743 -2.664  C14 1.310, H15 1.126, H16 1.062
9 C -0.270 -2.116 0.756  C12 1.370, C13 1.391, H17 1.120
10 C -0.869 0.560 0.398  N2 1.346, N5 1.445, C11 1.373
11 C 0.323 0.168 -0.160  C10 1.373, C13 1.477
12 C -1.414 -1.630 1.334  N5 1.322, N6 1.335, C9 1.370
13 C 0.619 -1.250 0.127  O1 1.322, C9 1.391, C11 1.477
14 C 1.895 1.484 -1.632  N4 1.318, C8 1.310
15 H 1.688 -0.242 -2.811  C8 1.126
16 H 2.832 1.087 -3.455  C8 1.062
17 H -0.085 -3.212 0.886  C9 1.120
18 H 1.903 3.512 -1.763  N4 1.072
19 H 2.248 2.596 -0.161  N4 1.026
20 H -1.932 -3.201 2.509  N6 1.006
21 H 2.324 -0.950 -0.650  O1 1.009
22 H -1.332 2.575 0.074  N2 0.973
23 H -3.080 -1.914 2.509  N6 1.042

# 2
The following is a DFT calculation (wB97M-V/def2-TZVPD) of the molecule C7H9NO in a non-equilibrium geometry.

Results
Multiplicity: 1
SMILES: O[C@]12C=CC=C1CNC2
M in g mol⁻¹: 123.15
Gap between HOMO and LUMO in eV: 8.82

Bonds (Å) are listed after each position.
Element x y z (Å)
1 O 1.004 1.010 0.987  C4 1.333, H12 1.112
2 N 1.636 -0.839 -1.192  C3 1.478, C5 1.540, H17 1.047
3 C 0.912 -1.688 -0.223  N2 1.478, C7 1.614, H13 1.207, H15 1.306
4 C 0.135 0.637 0.048  O1 1.333, C5 1.664, C7 1.494, C8 1.561
5 C 0.724 0.367 -1.484  N2 1.540, C4 1.664, H10 1.119, H16 1.156
6 C -1.622 -0.666 0.802  C7 1.411, C9 1.364, H18 1.171
7 C -0.333 -0.769 0.237  C3 1.614, C4 1.494, C6 1.411
8 C -1.144 1.502 0.278  C4 1.561, C9 1.298, H14 1.179
9 C -2.030 0.625 0.637  C6 1.364, C8 1.298, H11 1.025
10 H 1.447 1.100 -1.926  C5 1.119
11 H -2.919 0.902 1.065  C9 1.025
12 H 1.764 0.336 1.440  O1 1.112
13 H 1.698 -1.764 0.689  C3 1.207
14 H -1.211 2.674 0.396  C8 1.179
15 H 0.472 -2.885 -0.504  C3 1.306
16 H -0.328 0.136 -1.904  C5 1.156
17 H 2.109 -1.392 -1.944  N2 1.047
18 H -2.373 -1.372 1.360  C6 1.171

# 3
The following is a DFT calculation (wB97M-V/def2-TZVPD) of the molecule C7H9NO in a non-equilibrium geometry.

Results
Multiplicity: 1
SMILES: [H]/N=C/CC#C/C=C(/C)O
M in g mol⁻¹: 123.15
Gap between HOMO and LUMO in eV: 8.96

Bonds (Å) are listed after each position.
Element x y z (Å)
1 O 0.952 2.333 0.921  C7 1.380, H17 0.934
2 N 1.190 -3.477 -2.954  C5 1.252, H13 0.965
3 C -1.023 0.925 0.845  C7 1.422, C8 1.436, H10 1.057
4 C -0.242 -1.303 -0.319  C8 1.212, C9 1.459
5 C 1.008 -2.502 -2.190  N2 1.252, C9 1.568, H16 1.141
6 C -0.727 3.151 2.234  C7 1.464, H12 1.065, H15 1.180, H18 1.113
7 C -0.364 2.111 1.269  O1 1.380, C3 1.422, C6 1.464
8 C -0.480 -0.224 0.178  C3 1.436, C4 1.212
9 C -0.085 -2.547 -1.066  C4 1.459, C5 1.568, H11 1.122, H14 1.117
10 H -2.021 0.663 1.077  C3 1.057
11 H -1.031 -2.833 -1.598  C9 1.122
12 H -1.743 3.328 2.501  C6 1.065
13 H 2.043 -3.487 -3.405  N2 0.965
14 H 0.322 -3.352 -0.407  C9 1.117
15 H -0.236 4.098 1.732  C6 1.180
16 H 1.472 -1.470 -2.339  C5 1.141
17 H 1.149 1.632 0.335  O1 0.934
18 H -0.184 2.954 3.185  C6 1.113

Record-wise energy above the lowest of the compared OMol25 structures with the same formula, charge and spin values, in eV: 0.000; 5.901; 3.985
Record-wise LUMO level values, in eV: -4.2; 0.7; 0.8